Record 1
A single C5H10O2 molecule in a non-equilibrium geometry. Source: the Open Molecules 2025 dataset; level of theory: ωB97M-V with the def2-TZVPD basis set.

XYZ file:
```
17
C5H10O2 | the Open Molecules 2025 dataset | ωB97M-V with the def2-TZVPD basis set
C 0.53 -0.10 -1.80
C 0.17 0.85 -0.70
C -0.34 2.16 -1.30
C -0.80 0.30 0.34
C -0.16 -0.90 1.02
O -0.40 -2.05 0.80
O 0.80 -0.50 1.89
H 1.23 0.33 -2.53
H -0.28 -0.22 -2.49
H 0.85 -1.10 -1.52
H 1.07 1.17 -0.15
H -0.85 2.86 -0.65
H -1.01 1.90 -2.14
H 0.48 2.68 -1.77
H -1.06 0.99 1.14
H -1.70 -0.06 -0.16
H 1.08 -1.32 2.34
```

The spin multiplicity is 1. The calculation puts the HOMO-LUMO gap at 11.18 eV. The value obtained for the LUMO energy is 0.83 eV. The value obtained for the highest occupied orbital energy is -10.35 eV. The charge is 0.

Record 2
A single C6H9NO molecule in a non-equilibrium geometry. Source: the Open Molecules 2025 dataset; level of theory: ωB97M-V with the def2-TZVPD basis set.

XYZ file:
```
17
C6H9NO | the Open Molecules 2025 dataset | ωB97M-V with the def2-TZVPD basis set
C 2.13 -0.83 -1.04
C 0.91 0.02 -0.78
C 0.45 1.31 -1.12
O -0.83 1.52 -0.42
C -0.90 0.38 0.42
N -2.19 0.19 1.15
C 0.01 -0.57 0.18
C 0.32 -1.66 1.23
H 2.70 -0.87 -0.01
H 2.82 -0.50 -1.88
H 1.80 -1.76 -1.42
H 0.54 2.19 -1.74
H -2.27 0.91 1.68
H -2.77 0.35 0.23
H -0.23 -1.60 2.43
H 0.48 -2.80 0.99
H 1.42 -1.41 1.70
```

The spin multiplicity is 1. The calculation puts the HOMO-LUMO gap at 9.29 eV. The value obtained for the LUMO energy is 0.82 eV. The value obtained for the highest occupied orbital energy is -8.47 eV. The charge is 0.

Record 3
C6H12N3OS as an isolated structure in a non-equilibrium geometry. Source: the Open Molecules 2025 dataset; level of theory: ωB97M-V with the def2-TZVPD basis set.

XYZ file:
```
23
C6H12N3OS | the Open Molecules 2025 dataset | ωB97M-V with the def2-TZVPD basis set
C 0.41 2.45 -0.46
C -1.28 0.07 0.40
C -0.92 2.51 -0.83
C -2.26 -0.81 0.08
C 2.24 0.61 0.22
C 0.50 -1.43 1.03
N 0.89 0.82 0.34
N 0.06 -0.18 0.42
N -2.18 -2.04 -0.46
O -3.48 -0.26 0.08
S -1.77 1.77 0.73
H 0.98 2.99 0.42
H -1.18 1.89 -1.66
H -1.37 3.47 -0.86
H 2.54 1.57 0.52
H 2.66 -0.19 0.85
H 2.50 0.45 -0.83
H 0.94 -1.34 2.09
H 1.03 -2.11 0.37
H -0.37 -2.12 1.34
H -1.49 -2.40 -1.10
H -2.98 -2.62 -0.20
H -4.14 -0.69 -0.62
```

The spin multiplicity is 3. The calculation puts the HOMO-LUMO gap (alpha / beta) at 7.98 / 7.25 eV. The value obtained for the LUMO energy (alpha / beta) is -2.93 / -5.16 eV. The value obtained for the highest occupied orbital energy (alpha / beta) is -10.91 / -12.41 eV. The charge is +1. Its expectation value of S² is 2.0226.

Record 4
A 2-piece molecular cluster, C6H17NO overall. Source: the Open Molecules 2025 dataset; level of theory: ωB97M-V with the def2-TZVPD basis set.

XYZ file:
```
25
C6H17NO | the Open Molecules 2025 dataset | ωB97M-V with the def2-TZVPD basis set
C 1.79 -1.23 -1.83
C 0.32 -0.85 -1.93
C 0.04 0.61 -1.59
C 0.52 1.08 -0.22
C -0.50 0.85 0.91
C -1.06 2.18 1.45
N 0.04 0.09 2.04
H 2.12 -1.29 -0.80
H 1.98 -2.13 -2.40
H 2.38 -0.45 -2.32
H -0.06 -1.04 -2.93
H -0.30 -1.49 -1.28
H 0.45 1.26 -2.38
H -1.04 0.82 -1.64
H 1.45 0.62 0.09
H 0.83 2.13 -0.25
H -1.31 0.25 0.50
H -1.95 2.46 0.89
H -0.33 2.99 1.37
H -1.35 2.08 2.49
H 0.63 -0.67 1.75
H 0.50 0.65 2.75
O -1.68 -3.30 1.54
H -1.02 -2.92 2.14
H -2.43 -2.71 1.64
```

The spin multiplicity is 1. The calculation puts the HOMO-LUMO gap at 10.08 eV. The value obtained for the LUMO energy is 0.96 eV. The value obtained for the highest occupied orbital energy is -9.12 eV. The charge is 0.

Record 5
A single C5H13NOSi molecule in a non-equilibrium geometry. Source: the Open Molecules 2025 dataset; level of theory: ωB97M-V with the def2-TZVPD basis set.

XYZ file:
```
21
C5H13NOSi | the Open Molecules 2025 dataset | ωB97M-V with the def2-TZVPD basis set
C 2.02 0.04 -1.75
C 0.72 0.10 -1.08
O -0.30 0.48 -1.61
N 0.53 -0.34 0.12
C 1.74 -0.75 0.83
Si -1.07 -0.14 0.83
C -1.24 1.67 1.14
C -2.50 -0.90 -0.22
H 1.80 -0.24 -2.76
H 2.74 -0.66 -1.34
H 2.47 1.15 -1.77
H 1.43 -0.98 1.83
H 2.26 -1.54 0.38
H 2.60 0.06 0.82
H -0.76 -0.92 2.21
H -1.28 2.00 2.15
H -0.50 2.17 0.55
H -2.17 2.04 0.86
H -3.03 -1.63 0.29
H -3.28 -0.21 -0.39
H -2.19 -1.41 -1.10
```

The spin multiplicity is 1. The calculation puts the HOMO-LUMO gap at 10.25 eV. The value obtained for the LUMO energy is 0.87 eV. The value obtained for the highest occupied orbital energy is -9.38 eV. The charge is 0.

Record 6
A single C4H11N3 molecule in a non-equilibrium geometry. Source: the Open Molecules 2025 dataset; level of theory: ωB97M-V with the def2-TZVPD basis set.

XYZ file:
```
18
C4H11N3 | the Open Molecules 2025 dataset | ωB97M-V with the def2-TZVPD basis set
H -3.06 -0.05 1.61
N -2.32 -0.81 1.69
C -1.39 -0.47 0.78
N -1.88 0.06 -0.41
N -0.10 -0.45 1.21
C 0.96 0.53 0.82
C 1.82 0.11 -0.42
C 0.90 0.07 -1.63
H -1.24 0.67 -0.88
H -2.86 -0.25 -0.46
H 0.23 -1.25 1.83
H 0.63 1.63 0.69
H 1.65 0.40 1.78
H 2.07 -0.95 -0.19
H 2.71 0.84 -0.48
H 0.28 -0.81 -1.58
H 0.21 0.89 -1.80
H 1.40 -0.14 -2.57
```

The spin multiplicity is 1. The calculation puts the HOMO-LUMO gap at 8.54 eV. The value obtained for the LUMO energy is 0.83 eV. The value obtained for the highest occupied orbital energy is -7.71 eV. The charge is 0.

Record 7
A 6-piece molecular cluster, C38H72Cl2N2O20P overall in a non-equilibrium geometry. Source: the Open Molecules 2025 dataset; level of theory: ωB97M-V with the def2-TZVPD basis set.

XYZ file:
```
135
C38H72Cl2N2O20P | the Open Molecules 2025 dataset | ωB97M-V with the def2-TZVPD basis set
C 3.16 -5.37 1.04
C 4.34 -6.04 0.59
C 5.63 -6.47 -0.38
C 6.71 -5.21 -0.55
C 6.03 -4.25 -1.74
P 6.91 -2.56 -1.94
C 8.12 -3.16 -3.33
Cl 8.78 -4.93 -3.42
C 8.62 -2.25 -4.41
C 8.22 -0.66 -4.53
Cl 9.81 -2.89 -5.73
O 5.61 -2.12 -3.01
C 4.44 -1.54 -2.27
N 3.57 -0.72 -3.18
C 2.49 0.05 -2.45
C 1.31 -0.87 -1.79
C 0.93 -2.22 -2.66
C 0.44 -1.85 -4.21
C 5.11 -0.87 -0.93
C 4.11 -0.84 0.41
C 4.90 -0.48 1.80
C 5.12 -1.74 2.83
N 4.25 -2.98 2.94
O 6.16 -1.64 3.69
C 5.76 0.66 -1.04
O 5.88 1.15 -2.42
O 6.69 2.18 -2.49
O 6.08 -1.93 -0.49
H 2.14 -4.97 1.51
H 5.24 -6.84 -1.44
H 6.16 -7.36 0.18
H 7.79 -5.59 -0.84
H 6.70 -4.53 0.42
H 4.89 -4.16 -1.42
H 6.01 -4.83 -2.79
H 7.92 -3.18 -1.06
H 7.58 -1.28 -1.88
H 7.11 -0.41 -4.27
H 8.92 -0.01 -3.81
H 8.41 -0.22 -5.62
H 3.70 -2.35 -1.78
H 4.11 -0.13 -3.85
H 3.02 0.79 -1.71
H 1.96 0.74 -3.27
H 0.33 -0.20 -1.77
H 1.52 -1.19 -0.67
H -0.03 -2.70 -2.15
H 1.75 -3.06 -2.64
H -0.67 -1.41 -4.17
H 1.18 -1.06 -4.68
H 0.44 -2.85 -4.85
H 3.58 -1.91 0.43
H 3.23 -0.07 0.28
H 4.21 0.30 2.38
H 5.93 0.04 1.67
H 4.79 -3.84 2.70
H 3.38 -2.88 2.38
H 6.87 0.55 -0.63
H 5.23 1.41 -0.30
H 6.61 2.62 -3.40
C -5.98 -2.33 -1.12
C -4.59 -2.90 -1.41
O -3.61 -2.29 -0.56
C -3.57 -2.76 0.71
O -4.28 -3.63 1.18
O -2.62 -2.06 1.38
C -2.54 -2.38 2.77
H -5.96 -1.24 -1.19
H -6.71 -2.72 -1.83
H -6.30 -2.59 -0.11
H -4.31 -2.66 -2.44
H -4.58 -3.99 -1.32
H -2.42 -3.46 2.92
H -3.43 -2.01 3.29
H -1.66 -1.88 3.19
C -7.89 3.76 -0.65
C -9.08 3.14 0.06
O -10.06 2.69 -0.88
C -9.78 1.52 -1.51
O -8.79 0.83 -1.33
O -10.78 1.26 -2.39
C -10.56 0.10 -3.19
H -8.22 4.55 -1.34
H -7.19 4.19 0.07
H -7.36 3.02 -1.25
H -9.57 3.90 0.68
H -8.78 2.33 0.72
H -10.35 -0.77 -2.57
H -9.75 0.29 -3.90
H -11.48 -0.10 -3.76
C 5.83 5.02 0.14
C 4.98 4.78 -1.10
O 3.59 4.72 -0.77
C 2.99 5.91 -0.55
O 3.51 7.01 -0.62
O 1.69 5.67 -0.21
C 0.96 6.84 0.15
H 5.60 4.27 0.90
H 6.89 4.97 -0.11
H 5.62 6.00 0.58
H 5.25 3.81 -1.54
H 5.16 5.54 -1.87
H 1.03 7.61 -0.63
H 1.33 7.23 1.11
H -0.09 6.57 0.27
C -12.69 -3.38 1.90
C -11.78 -2.54 1.02
O -10.41 -2.71 1.39
C -9.83 -3.86 0.97
O -10.36 -4.73 0.30
O -8.55 -3.88 1.44
C -7.85 -5.09 1.14
H -12.51 -3.17 2.96
H -13.75 -3.18 1.68
H -12.51 -4.45 1.76
H -12.02 -1.48 1.16
H -11.93 -2.77 -0.04
H -7.88 -5.31 0.07
H -8.27 -5.91 1.72
H -6.81 -4.95 1.43
C 0.32 6.77 8.09
C -0.09 7.65 6.92
O 0.98 7.77 5.97
C 1.16 6.71 5.15
O 0.50 5.68 5.14
O 2.23 6.97 4.35
C 2.59 5.88 3.50
H 1.25 7.13 8.54
H -0.46 6.75 8.85
H 0.51 5.74 7.76
H -0.30 8.66 7.28
H -1.00 7.28 6.43
H 1.74 5.53 2.92
H 3.01 5.07 4.10
H 3.36 6.24 2.81
```

The spin multiplicity is 1. The calculation puts the HOMO-LUMO gap at 6.70 eV. The value obtained for the LUMO energy is 1.53 eV. The value obtained for the highest occupied orbital energy is -5.17 eV. The charge is -1.

Record 8
A 2-piece molecular cluster, C25H34N2P overall in a non-equilibrium geometry. Source: the Open Molecules 2025 dataset; level of theory: ωB97M-V with the def2-TZVPD basis set.

XYZ file:
```
62
C25H34N2P | the Open Molecules 2025 dataset | ωB97M-V with the def2-TZVPD basis set
C -1.20 -0.24 3.92
C -2.67 -0.59 3.61
C -2.58 -1.77 2.69
C -1.28 -2.09 2.45
C -0.39 -1.23 3.13
C 1.03 -1.26 3.09
C 1.72 -2.27 2.38
C 3.09 -2.29 2.34
C 3.83 -1.32 3.00
C 3.18 -0.33 3.71
C 1.81 -0.29 3.76
H -0.95 0.79 3.63
H -0.97 -0.34 4.99
H -3.23 -0.84 4.52
H -3.19 0.24 3.12
H -3.43 -2.30 2.29
H -0.98 -2.90 1.81
H 1.16 -3.03 1.86
H 3.61 -3.07 1.80
H 4.90 -1.35 2.97
H 3.76 0.42 4.23
H 1.31 0.48 4.32
C 3.19 1.24 -0.22
C 2.06 1.97 -0.95
C 1.60 3.17 -0.11
C 2.54 2.48 -2.33
N 0.90 1.05 -1.12
P -0.64 1.34 -0.36
H -0.38 0.21 0.43
N -1.48 0.27 -1.46
C -2.95 0.36 -1.69
C -3.24 0.61 -3.18
C -3.50 1.54 -0.86
C -3.61 -0.94 -1.21
C -0.55 -0.44 -2.25
C 0.80 0.00 -2.06
C 1.81 -0.59 -2.80
C 1.52 -1.57 -3.73
C 0.22 -1.99 -3.92
C -0.81 -1.45 -3.17
H 3.51 0.35 -0.77
H 4.06 1.88 -0.10
H 2.86 0.92 0.77
H 0.78 3.70 -0.59
H 1.26 2.84 0.87
H 2.42 3.89 0.04
H 1.70 2.91 -2.89
H 3.30 3.25 -2.22
H 2.97 1.68 -2.93
H -2.97 -0.24 -3.79
H -4.30 0.80 -3.34
H -2.68 1.47 -3.54
H -3.30 1.39 0.20
H -3.02 2.47 -1.16
H -4.57 1.65 -1.00
H -3.44 -1.09 -0.15
H -4.69 -0.91 -1.39
H -3.21 -1.80 -1.73
H 2.84 -0.30 -2.64
H 2.31 -2.00 -4.33
H 0.01 -2.75 -4.66
H -1.81 -1.82 -3.29
```

The spin multiplicity is 1. The calculation puts the HOMO-LUMO gap at 3.63 eV. The value obtained for the LUMO energy is -5.51 eV. The value obtained for the highest occupied orbital energy is -9.14 eV. The charge is +1.

| no. | E (Eh) |
| --- | --- |
| 1 | -347.009900 |
| 2 | -363.884857 |
| 3 | -873.031478 |
| 4 | -368.787071 |
| 5 | -617.800037 |
| 6 | -323.192124 |
| 7 | -4366.670760 |
| 8 | -1423.631295 |